[1]
C20H25ClN2O3S | ωB97M-V/def2-TZVPD

Structure (XYZ):
```
52
Properties=species:S:1:pos:R:3:nbo_charge:R:1
O -0.857 -2.581 -0.403 -0.62
C -0.006 -2.112 0.329 0.63
N -0.242 -1.670 1.585 -0.60
H 0.522 -1.272 2.109 0.40
C -1.570 -1.550 2.131 -0.23
C -1.892 -0.111 2.535 -0.41
H -1.229 0.213 3.342 0.20
C -1.729 0.842 1.344 -0.21
N -2.426 0.338 0.183 -0.47
C -1.819 0.674 -1.086 -0.21
C -2.430 -0.193 -2.181 -0.41
C -3.934 0.044 -2.252 -0.40
C -4.542 -0.214 -0.879 -0.40
C -3.841 0.644 0.171 -0.21
H -4.257 0.430 1.158 0.20
H -4.017 1.716 -0.047 0.16
H -4.402 -1.264 -0.619 0.21
H -5.611 0.007 -0.880 0.20
H -4.388 -0.612 -2.997 0.21
H -4.129 1.079 -2.550 0.19
H -2.230 -1.236 -1.934 0.23
H -1.959 0.037 -3.139 0.20
H -0.746 0.472 -1.022 0.20
H -1.957 1.744 -1.335 0.16
H -0.665 0.906 1.099 0.20
H -2.064 1.853 1.634 0.18
H -2.915 -0.081 2.911 0.21
H -2.251 -1.868 1.339 0.25
H -1.678 -2.215 2.996 0.19
C 1.407 -2.021 -0.079 0.16
C 2.005 -2.435 -1.240 -0.23
C 3.382 -2.165 -1.100 -0.29
C 3.536 -1.604 0.139 0.26
C 4.732 -1.070 0.803 -0.63
H 4.534 -0.792 1.835 0.24
H 5.575 -1.755 0.739 0.25
S 5.327 0.488 -0.093 1.29
O 5.505 0.093 -1.484 -0.97
C 3.712 1.326 -0.017 -0.29
C 3.317 1.960 1.148 -0.20
C 2.129 2.669 1.171 -0.24
C 1.358 2.740 0.018 -0.02
C 1.743 2.088 -1.145 -0.25
C 2.932 1.382 -1.157 -0.14
H 3.278 0.881 -2.049 0.25
H 1.128 2.147 -2.029 0.24
Cl -0.085 3.685 0.029 0.02
H 1.808 3.178 2.066 0.23
H 3.938 1.912 2.030 0.22
O 2.340 -1.500 0.761 -0.41
H 4.160 -2.347 -1.812 0.25
H 1.506 -2.879 -2.076 0.25
```

Values from the calculation:
- Energy above the lowest of the compared OMol25 structures with the same formula, charge and spin: 27.6 kcal per mole


[2]
C20H25F12INO6 | ωB97M-V/def2-TZVPD

Structure (XYZ):
```
65
Properties=species:S:1:pos:R:3:nbo_charge:R:1
F 3.969 0.026 0.147 -0.30
C 3.524 -0.451 -1.195 0.70
F 4.111 0.162 -2.412 -0.31
C 2.526 -1.582 -1.371 0.22
F 1.195 -1.201 -1.888 -0.35
C 3.034 -3.073 -0.930 -0.49
C 2.089 -4.317 -1.426 -0.43
C 0.505 -4.198 -1.035 -0.32
C 0.109 -3.413 0.366 0.27
N -0.993 -2.616 0.032 -0.45
C -1.556 -2.692 -1.400 -0.28
C -0.616 -3.826 -2.167 -0.37
I -0.030 -3.414 -4.234 0.22
H 3.280 -3.107 0.236 0.25
H 4.090 -3.232 -1.463 0.26
H 2.294 -4.536 -2.579 0.27
H 2.500 -5.287 -0.865 0.25
H 0.204 -5.320 -0.758 0.27
H 0.648 -3.483 1.425 0.30
H -1.362 -2.019 0.810 0.46
H -1.492 -1.655 -1.971 0.29
H -2.682 -3.021 -1.465 0.26
H -1.378 -4.727 -2.310 0.26
C 0.126 3.343 1.261 -0.64
C -0.811 3.426 2.452 -0.08
O -2.132 2.997 2.086 -0.47
C -2.338 1.643 2.057 0.69
O -1.474 0.811 2.316 -0.56
C -3.793 1.329 1.701 0.90
F -4.250 2.069 0.651 -0.31
F -4.640 1.581 2.740 -0.30
F -3.989 0.024 1.358 -0.32
H -0.277 3.905 0.413 0.22
H 1.112 3.742 1.516 0.23
H 0.249 2.308 0.927 0.21
H -0.895 4.467 2.779 0.21
H -0.436 2.849 3.305 0.20
C -6.224 1.806 -3.317 -0.64
C -5.284 1.922 -4.503 -0.08
O -4.220 0.964 -4.400 -0.48
C -4.518 -0.312 -4.800 0.68
O -5.617 -0.660 -5.223 -0.51
C -3.288 -1.213 -4.684 0.91
F -2.625 -1.051 -3.503 -0.33
F -2.376 -0.964 -5.668 -0.30
F -3.587 -2.540 -4.770 -0.31
H -5.670 1.894 -2.377 0.21
H -6.990 2.586 -3.352 0.23
H -6.722 0.832 -3.301 0.22
H -4.820 2.914 -4.506 0.20
H -5.817 1.813 -5.454 0.21
C 6.882 1.797 4.083 -0.64
C 5.922 1.549 5.232 -0.08
O 4.640 2.132 4.955 -0.47
C 3.809 1.403 4.144 0.69
O 4.105 0.315 3.659 -0.54
C 2.467 2.115 3.972 0.90
F 2.605 3.448 3.714 -0.31
F 1.691 2.024 5.091 -0.31
F 1.721 1.608 2.950 -0.31
H 6.947 2.867 3.860 0.22
H 7.881 1.423 4.325 0.23
H 6.539 1.303 3.169 0.22
H 6.303 2.033 6.137 0.21
H 5.825 0.480 5.456 0.20
```

Values from the calculation:
- Total charge: +1


[3]
C20H25F2N5O2 | ωB97M-V/def2-TZVPD

Structure (XYZ):
```
54
Properties=species:S:1:pos:R:3:nbo_charge:R:1
C 3.040 -1.827 0.006 -0.63
H 3.807 -1.278 0.548 0.23
H 2.115 -1.764 0.576 0.20
H 3.334 -2.871 -0.054 0.22
C 2.851 -1.279 -1.407 -0.22
N 2.419 0.109 -1.417 -0.45
C 1.277 0.581 -1.966 0.69
O 1.068 1.783 -2.050 -0.66
C 0.253 -0.412 -2.483 -0.52
H 0.725 -1.088 -3.197 0.25
H -0.498 0.170 -3.021 0.23
C -0.447 -1.253 -1.379 -0.13
N -1.577 -0.623 -0.736 -0.45
C -2.769 -0.633 -1.556 -0.23
C -3.213 -2.085 -1.692 -0.21
N -2.107 -2.879 -2.173 -0.61
C -0.804 -2.596 -2.011 0.69
O 0.070 -3.350 -2.396 -0.64
H -2.312 -3.788 -2.564 0.41
H -3.544 -2.454 -0.712 0.19
H -4.045 -2.169 -2.396 0.20
H -2.607 -0.197 -2.555 0.18
H -3.546 -0.057 -1.052 0.22
C -1.273 0.667 -0.143 -0.24
C -2.273 1.009 0.928 -0.03
C -2.781 2.295 1.041 -0.28
C -3.686 2.596 2.043 0.38
C -4.096 1.615 2.935 0.31
C -3.594 0.329 2.827 -0.26
C -2.685 0.033 1.829 -0.21
H -2.288 -0.964 1.733 0.23
H -3.921 -0.419 3.531 0.23
F -4.980 1.904 3.905 -0.31
F -4.171 3.846 2.140 -0.32
H -2.482 3.075 0.358 0.23
H -1.223 1.477 -0.884 0.20
H -0.286 0.579 0.322 0.22
H 0.283 -1.473 -0.592 0.23
C 3.424 1.096 -1.046 -0.22
H 4.330 0.570 -0.750 0.22
H 3.634 1.729 -1.915 0.22
C 3.000 2.032 0.095 -0.22
N 2.813 1.346 1.342 -0.16
C 1.710 1.339 2.116 -0.05
C 2.004 0.582 3.227 -0.35
C 3.329 0.176 3.031 -0.05
N 3.801 0.648 1.892 -0.28
H 3.946 -0.432 3.662 0.21
H 1.363 0.359 4.055 0.23
H 0.823 1.876 1.844 0.22
H 2.069 2.533 -0.174 0.24
H 3.790 2.782 0.214 0.21
H 2.127 -1.900 -1.932 0.23
H 3.802 -1.344 -1.948 0.19
```

Values from the calculation:
- SMILES: CCN(CCn1cccn1)C(=O)C[C@@H]1C(=O)NCCN1Cc1ccc(F)c(F)c1


[4]
C20H25FN4O2 | ωB97M-V/def2-TZVPD

Structure (XYZ):
```
52
Properties=species:S:1:pos:R:3:nbo_charge:R:1
C 3.095 4.028 -0.282 -0.59
H 2.534 4.175 -1.216 0.23
H 4.209 3.948 -0.771 0.20
H 3.103 4.884 0.231 0.21
C 2.589 2.648 0.285 -0.06
N 2.477 1.568 -0.361 -0.18
C 2.780 0.273 0.096 -0.03
C 2.572 -0.386 -1.281 -0.16
C 2.020 0.506 -2.209 -0.02
N 2.083 1.667 -1.656 -0.23
H 1.676 0.464 -3.089 0.21
C 2.602 -1.797 -1.334 -0.20
N 1.699 -2.676 -0.511 -0.56
C 0.690 -3.145 -0.865 0.66
O 0.626 -3.639 -2.178 -0.75
C -0.549 -3.573 0.195 -0.27
C -1.477 -2.576 -0.041 -0.21
N -0.964 -1.220 0.416 -0.46
C -0.173 -1.000 1.449 0.72
O 0.300 -0.073 2.016 -0.61
C -0.444 -2.382 2.242 -0.56
C -0.195 -3.563 1.700 -0.39
H 0.980 -3.779 1.680 0.20
H -0.682 -4.438 2.176 0.24
H 0.246 -2.116 2.966 0.24
H -1.347 -2.394 2.678 0.22
C -0.958 -0.200 -0.551 -0.28
C -2.265 0.837 -0.482 -0.06
C -3.390 0.421 -1.268 0.40
C -4.516 1.021 -1.212 -0.29
C -4.791 2.015 -0.267 -0.22
C -3.851 2.108 0.606 -0.21
C -2.552 1.564 0.635 -0.20
H -1.837 1.571 1.330 0.22
H -4.049 2.724 1.569 0.20
H -5.724 2.584 -0.091 0.24
H -5.270 0.867 -2.208 0.21
F -3.080 -0.356 -2.154 -0.30
H -0.789 -0.297 -1.557 0.22
H -0.294 0.795 -0.134 0.25
H -2.328 -2.721 0.658 0.19
H -1.944 -2.253 -0.902 0.24
H -1.026 -4.515 -0.255 0.27
H 1.553 -2.246 0.555 0.38
H 2.440 -2.188 -2.323 0.26
H 3.846 -2.292 -0.893 0.16
H 3.353 0.057 0.938 0.23
C 1.304 2.909 1.066 -0.55
H 1.218 3.987 1.613 0.22
H 0.335 3.337 0.278 0.17
H 0.872 2.215 1.516 0.19
H 3.293 2.652 1.197 0.21
```

Values from the calculation:
- Energy above the lowest of the compared OMol25 structures with the same formula, charge and spin: 392.7 kcal per mole


Computed orbital gap, in the same sequence as the records: 8.667 6.812 9.643 9.287 eV.
Computed F_max, in the same sequence as the records: 1.73 5.53 0.78 18.13 eV/A.